[1]
C31H77O15PS | ωB97M-V/def2-TZVPD

Element x y z (Å)
C  5.4027  3.1797  1.5482
C  5.6917  1.7300  2.1151
C  4.4973  0.7343  1.8191
C  4.7661  -0.7045  2.4461
C  3.9153  -1.8289  1.7468
C  2.3390  -1.6095  1.9268
C  1.8070  -0.9891  0.5845
C  0.2253  -1.0102  0.4510
C  -0.1266  -0.5979  -1.0332
O  -0.8821  -1.5645  -1.7769
C  -0.1925  -2.7593  -2.0091
P  -1.5466  -4.0603  -2.3580
O  -2.5160  -3.3579  -3.2763
S  0.8932  -2.7850  -3.4984
C  2.3324  -1.6703  -3.4046
O  0.1007  -2.5641  -4.7159
O  1.4024  -4.1755  -3.5899
C  -0.9808  0.7461  -1.0235
C  -2.5052  0.5654  -1.3619
C  -3.2336  -0.0418  -0.1288
C  -3.9783  0.8832  0.7450
C  -4.6449  0.4032  1.9306
C  -4.6166  -0.9985  2.3163
C  -5.2863  -1.5401  3.6113
C  -3.9322  -1.9398  1.4582
C  -3.2564  -1.4334  0.2518
O  -0.3366  1.7447  -1.8591
C  0.4627  2.6101  -1.0338
H  5.6188  3.2716  0.4551
H  6.0311  3.9552  2.0679
H  4.3329  3.4721  1.7313
H  6.6657  1.3473  1.7227
H  5.7987  1.8129  3.2350
H  3.5422  1.1357  2.2396
H  4.4585  0.6540  0.6943
H  5.8722  -0.8728  2.3119
H  4.5142  -0.6329  3.5333
H  4.1506  -1.7476  0.6444
H  4.2460  -2.8519  2.0544
H  1.8388  -2.5628  2.2248
H  2.2185  -0.8797  2.7677
H  2.2215  -1.6029  -0.2618
H  2.2247  0.0440  0.4932
H  -0.0880  -2.0752  0.6329
H  -0.2598  -0.3888  1.2375
H  0.8362  -0.3214  -1.5527
H  0.3940  -3.1614  -1.1409
H  -1.0438  -5.2014  -3.0342
H  -2.2859  -4.3560  -1.1716
H  3.0073  -1.8822  -4.2631
H  1.9278  -0.6219  -3.4816
H  2.8090  -1.7561  -2.3987
H  -0.9488  1.1851  0.0150
H  -2.7194  0.0564  -2.3308
H  -2.9124  1.6111  -1.4741
H  -4.0483  1.9717  0.5175
H  -5.2072  1.1002  2.5932
H  -4.9219  -2.5767  3.8366
H  -6.4014  -1.5118  3.5795
H  -4.9202  -0.8872  4.4533
H  -3.8599  -3.0327  1.6768
H  -2.7497  -2.1962  -0.3710
H  1.3198  2.0589  -0.5682
H  0.8946  3.4099  -1.6960
H  -0.1453  3.1432  -0.2574
C  -3.9412  4.9571  2.3366
O  -4.5504  4.7230  1.0706
H  -3.9115  4.0185  2.8872
H  -2.9224  5.3256  2.1960
H  -4.5247  5.6883  2.9009
H  -4.5649  5.5658  0.6023
C  -0.7009  -4.5255  1.9259
O  -0.4831  -3.4643  2.8456
H  -0.1782  -4.2947  0.9974
H  -0.3106  -5.4606  2.3349
H  -1.7703  -4.6283  1.7214
H  -0.9528  -3.6879  3.6572
C  -0.6874  -0.3711  3.9681
O  -2.0470  -0.5908  3.6176
H  -0.5861  -0.4587  5.0494
H  -0.0561  -1.1199  3.4837
H  -0.3815  0.6330  3.6570
H  -2.1120  -0.5083  2.6573
C  6.2031  -1.4121  6.5803
O  4.8960  -1.4631  6.0214
H  6.6219  -0.4245  6.3951
H  6.1548  -1.5866  7.6581
H  6.8391  -2.1670  6.1109
H  4.5453  -2.3431  6.1962
C  -1.5768  -6.2256  -6.0018
O  -0.7740  -6.5903  -4.8812
H  -2.2454  -7.0527  -6.2342
H  -2.1695  -5.3391  -5.7635
H  -0.9388  -6.0237  -6.8655
H  -0.1893  -5.8429  -4.6966
C  -6.1290  -3.6981  -4.6417
O  -4.9961  -3.5309  -5.4768
H  -6.9302  -4.1486  -5.2269
H  -5.8810  -4.3560  -3.8035
H  -6.4608  -2.7268  -4.2641
H  -4.3013  -3.1307  -4.9360
C  6.2597  6.7863  1.4303
O  6.5511  6.1040  2.6472
H  6.0737  6.0504  0.6523
H  5.3699  7.4088  1.5583
H  7.1107  7.4080  1.1417
H  6.7121  6.7745  3.3197
C  5.9332  5.8871  -2.9264
O  5.9255  6.7172  -1.7708
H  6.4317  4.9515  -2.6787
H  4.9080  5.6769  -3.2414
H  6.4758  6.3808  -3.7364
H  5.4811  7.5373  -2.0114
C  -2.0494  0.3090  -5.0861
O  -2.7756  -0.9075  -5.1474
H  -2.7573  1.1373  -5.0696
H  -1.4412  0.3364  -4.1766
H  -1.4046  0.4037  -5.9647
H  -2.1289  -1.6264  -5.1594
C  -8.1977  3.7343  0.0070
O  -7.0499  3.8802  -0.8162
H  -9.0012  3.3051  -0.5892
H  -7.9738  3.0669  0.8438
H  -8.5123  4.7108  0.3860
H  -6.3524  4.2610  -0.2675

Its charge is 0. The total energy is -84224.159 eV. As for the SMILES: CCCCCCCC[C@@H](O[C@@H]([PH2]=O)S(C)(=O)=O)[C@H](Cc1ccc(C)cc1)OC.CO.CO.CO.CO.CO.CO.CO.CO.CO.CO. The value obtained for the orbital gap is 0.326 Eh. Its LUMO energy is 0.188 eV.


[2]
C3H4ClN3S | ωB97M-V/def2-TZVPD

Element x y z (Å)
C  -1.8130  -0.0159  0.0082
C  0.1613  0.7233  0.0878
C  0.3122  -0.6245  -0.0683
H  -3.5993  0.7639  0.2056
H  -3.6051  -0.6354  -0.7256
H  1.9784  -1.6683  1.2992
H  -1.1305  -1.9653  0.3587
N  -3.2103  -0.1510  0.1015
N  -1.1425  1.0825  -0.0136
N  -0.9680  -1.0803  -0.0766
S  1.6815  -1.6867  -0.0672
Cl  1.4550  1.8257  -0.0182

Its charge is 0. For the energy above the lowest of the compared OMol25 structures with the same formula, charge and spin, the calculation gives 0.1858 eV. The total energy is -31003.852 eV. As for the SMILES: Nc1nc(Cl)c(S)[nH]1. The value obtained for the orbital gap is 0.330 Eh. Its LUMO energy is 0.573 eV.


[3]
C26H46MnO2P2 | ωB97M-V/def2-TZVPD

Element x y z (Å)
Mn  0.0281  -0.1684  1.9962
C  -0.6709  -2.0636  2.6872
C  0.7001  -2.2061  2.2757
C  0.6238  -0.6120  3.9796
C  -0.7284  -1.0620  3.7287
C  1.4982  -1.3291  3.0862
C  -1.7908  -2.9817  2.3414
H  -1.6051  -3.5069  1.3971
H  -2.7479  -2.4493  2.2613
H  -1.9214  -3.7508  3.1214
C  -1.9106  -0.8179  4.5943
H  -2.8415  -1.0906  4.0795
H  -1.9740  0.2342  4.8938
H  -1.8621  -1.4162  5.5183
C  1.1015  0.1572  5.1534
H  1.1291  -0.4674  6.0618
H  0.4460  1.0108  5.3455
H  2.1177  0.5430  4.9914
C  2.9809  -1.3753  3.2171
H  3.2694  -2.0458  4.0438
H  3.4117  -0.3911  3.4442
H  3.4567  -1.7635  2.3087
C  1.2544  -3.2912  1.4250
H  1.5888  -4.1331  2.0526
H  2.1300  -2.9593  0.8524
H  0.5153  -3.6889  0.7224
C  -2.0290  0.6642  -4.9904
C  -1.9283  -0.6691  -5.0542
C  -0.9664  -1.4641  -5.8880
C  0.3511  -0.7493  -6.2816
C  1.1587  -0.2087  -5.1330
C  1.0436  0.9844  -4.5374
C  0.1089  2.0965  -4.9101
C  -1.1673  1.6821  -5.6853
H  -1.4564  -1.7822  -6.8246
H  0.1278  0.0127  -7.0350
H  -0.7196  -2.3949  -5.3562
H  -0.8828  1.3752  -6.6966
H  -2.8771  1.0984  -4.4451
H  -2.6883  -1.2774  -4.5509
H  -1.7712  2.5935  -5.8090
H  -0.1855  2.6379  -3.9977
H  1.7693  1.2518  -3.7602
H  0.6422  2.8346  -5.5341
H  0.9741  -1.5004  -6.7907
H  1.9769  -0.8700  -4.8197
P  -1.0069  -0.1860  -0.0698
P  1.5718  1.1093  0.9568
C  -0.1770  1.0125  -1.2320
C  0.7474  1.9673  -0.4733
H  -0.9709  1.5591  -1.7583
H  0.3733  0.4363  -1.9908
H  1.5400  2.3688  -1.1156
H  0.1806  2.8055  -0.0486
C  2.4356  2.3770  1.9311
H  3.1086  1.8910  2.6464
H  1.7223  2.9900  2.4952
H  3.0238  3.0137  1.2602
C  2.9298  0.2233  0.1107
H  3.3774  0.8960  -0.6312
H  2.5591  -0.6759  -0.3964
H  3.6946  -0.0707  0.8378
C  -2.7640  0.3000  -0.0467
H  -3.3077  -0.3856  0.6130
H  -3.1887  0.2493  -1.0562
H  -2.8416  1.3121  0.3710
C  -1.0223  -1.7593  -1.0032
H  -0.0271  -2.2202  -1.0023
H  -1.3341  -1.5784  -2.0407
H  -1.7277  -2.4528  -0.5310
C  -1.3430  3.2971  4.1040
O  -0.6639  2.0590  3.8061
C  -0.7180  1.6654  2.5024
O  -1.3667  2.3457  1.7042
H  -1.1659  3.4554  5.1715
H  -2.4129  3.1974  3.8926
H  -0.9057  4.1076  3.5135

Its charge is +2. The expectation value of S² is 3.927. For the energy above the lowest of the compared OMol25 structures with the same formula, charge and spin, the calculation gives 0.0000 eV. The total energy is -81686.149 eV. The value obtained for the orbital gap (spin up / spin down) is 0.221 / 0.203 Eh. Its spin multiplicity is 4. Its LUMO energy (spin up / spin down) is -7.231 / -7.735 eV.


[4]
C4H6ClF | ωB97M-V/def2-TZVPD

Element x y z (Å)
C  1.5506  0.0444  0.9206
C  0.6060  0.7410  0.0653
C  -0.5445  0.4855  -0.6055
C  -1.3808  -0.7549  -0.5028
H  2.5582  0.4274  0.8416
H  1.1920  0.1467  1.9180
H  1.5099  -1.0244  0.7704
H  -1.0395  1.2943  -1.2549
H  -0.9708  -1.7197  -0.2336
H  -2.2049  -0.6889  0.2451
F  1.0237  2.0573  -0.1340
Cl  -2.2997  -1.0086  -2.0302

Its charge is 0. For the energy above the lowest of the compared OMol25 structures with the same formula, charge and spin, the calculation gives 0.4578 eV. The total energy is -19484.284 eV. As for the SMILES: C/C(F)=C\CCl. The value obtained for the orbital gap is 0.379 Eh. Its LUMO energy is 0.862 eV.


Max |F| per entry: 0.0926 0.0369 0.0522 0.0728 hartree/bohr